26
Properties=species:S:1:pos:R:3 method="wB97M-V/def2-TZVPD" e_tot_ev=-16106.3391 gap_ev=10.65 homo_ev=-13.95 total_charge=+1
N -29.795 -20.176 23.532
H -29.382 -20.715 22.798
H -30.200 -20.998 24.018
H -30.576 -19.846 23.173
H -29.239 -19.501 23.930
O -32.182 -17.142 22.680
H -31.912 -17.967 22.340
H -32.811 -17.299 23.374
O -27.066 -18.361 24.664
H -26.952 -17.866 23.872
H -27.187 -17.601 25.280
O -27.786 -21.608 21.063
H -27.125 -21.205 21.446
H -27.914 -22.434 21.620
O -31.419 -22.537 22.612
H -31.930 -22.372 21.765
H -31.876 -23.216 22.984
O -30.630 -19.524 26.023
H -31.496 -20.092 26.421
H -29.980 -19.655 26.898
O -28.096 -18.559 21.499
H -28.352 -17.622 21.574
H -27.964 -18.743 20.690
O -31.830 -19.363 21.330
H -32.506 -19.821 21.719
H -31.453 -19.811 20.664